# 1
Molecular formula: C32H43BF6N12O5PRbS2
Method: DFT, ωB97M-V/def2-TZVPD

Computed properties:
**M**: 981.15 Da
**DFT total energy**: -4064.40689 Eh
**LUMO (spin up / spin down)**: 3.689 / 3.632 eV
**Energy relative to the best compared isomer or geometry (same formula, charge and spin)**: 1.879 eV
**Charge**: -2
**HOMO-LUMO gap (spin up / spin down)**: 7.52 / 3.95 eV
**Strongest force on any atom**: 1.99 eV Å⁻¹

The geometry in XYZ format:
```
103
Properties=species:S:1:pos:R:3:forces:R:3:lowdin_charge:R:1
Rb 0.70099 -1.07262 -0.08509 -1.2 -0.7 -1.4 0.8260
N 2.00596 2.29173 4.30230 0.1 -0.2 0.2 0.1491
C 1.48957 3.45303 3.81343 -0.3 0.5 -0.2 -0.4822
N 1.85539 4.59540 4.42735 0.2 -0.1 0.3 0.1244
C 1.20991 5.67150 3.96307 -0.2 0.0 -0.2 -0.5113
N 1.50594 6.86581 4.60716 0.0 0.0 0.1 0.0933
N 0.32018 5.72418 2.99559 0.1 0.1 0.0 0.1357
C 0.07766 4.52229 2.38388 -0.1 0.0 -0.2 -0.2993
N 0.64804 3.36599 2.80430 0.1 -0.4 0.1 0.1375
C -0.79214 4.47241 1.26159 -0.2 -0.1 -0.2 -0.2121
C -1.54815 5.61295 0.86185 0.0 0.0 0.0 -0.0575
C -2.37213 5.54011 -0.22473 0.0 0.0 0.0 -0.1273
C -2.48203 4.32880 -0.94337 -0.1 -0.1 -0.2 -0.1164
C -1.74189 3.24790 -0.49014 0.1 0.1 0.2 -0.2083
N -0.92182 3.28784 0.54777 -0.2 0.8 0.4 0.0303
H 2.81960 2.34648 4.88616 0.0 0.1 0.0 0.0826
H 1.86621 1.45716 3.75918 0.0 0.0 -0.1 0.0870
H 2.39284 6.84381 5.08278 0.0 0.0 0.0 0.0658
H 1.33903 7.67826 4.03755 0.0 0.0 0.0 0.0695
H -1.45829 6.51655 1.44925 0.0 0.0 0.0 0.0840
H -2.94913 6.40556 -0.53318 0.0 0.0 0.0 0.0830
H -3.12085 4.23926 -1.81284 0.0 0.0 0.0 0.0746
H -1.80484 2.27681 -0.98313 0.0 0.0 -0.1 0.0892
B -1.21939 -3.91049 -3.36692 0.1 0.2 -0.1 -0.4378
N -2.02760 -3.06521 -2.34036 -0.2 -0.2 0.1 -0.0903
C -3.27377 -3.32160 -1.89958 0.0 0.1 0.1 -0.1128
C -3.68177 -2.26497 -1.10666 0.0 0.0 0.0 -0.0911
C -2.58197 -1.38934 -1.11996 -0.2 -0.2 0.0 -0.2207
N -1.60094 -1.88201 -1.86961 0.1 0.0 0.1 -0.0307
N 0.20747 -4.21591 -2.83740 0.0 -0.2 0.1 -0.0961
C 0.78818 -5.42643 -2.72570 0.1 0.0 0.0 -0.1200
C 2.10347 -5.24706 -2.34155 0.0 0.1 0.0 -0.0928
C 2.23539 -3.85172 -2.23974 -0.1 -0.2 -0.1 -0.1856
N 1.09062 -3.24730 -2.54397 0.2 0.2 0.1 0.0339
H -1.80199 -4.96199 -3.53024 0.0 0.0 0.1 0.0606
H -1.12853 -3.29206 -4.41160 0.0 0.0 0.0 0.0563
H -3.78816 -4.22693 -2.17765 0.1 0.0 0.0 0.1033
H -4.62413 -2.14708 -0.59669 0.0 0.0 0.0 0.0776
H -2.47110 -0.43585 -0.62004 0.0 0.0 0.0 0.0883
H 0.23429 -6.32864 -2.93006 0.0 0.1 0.0 0.1020
H 2.85234 -6.00007 -2.15891 0.0 0.0 0.0 0.0784
H 3.10544 -3.27297 -1.96467 0.0 0.0 0.0 0.0964
C -1.83458 0.67658 3.31480 0.0 0.0 -0.1 -0.0924
N -2.81355 0.24568 2.32636 0.1 -0.1 0.1 -0.2501
C -3.70551 1.32968 1.97556 0.0 0.0 -0.1 -0.1010
C -3.54672 -0.93263 2.75389 0.1 0.1 -0.1 -0.1845
C -2.65373 -2.14548 2.88728 -0.4 0.5 -0.3 -0.2343
C -2.39780 -2.72721 4.12499 0.2 -0.2 0.0 -0.0541
C -1.56419 -3.83640 4.23090 0.0 0.0 -0.1 -0.0913
C -0.99696 -4.38948 3.09220 -0.1 0.1 0.2 -0.0913
C -1.26791 -3.82895 1.84649 0.1 -0.1 -0.7 -0.0949
C -2.06841 -2.71796 1.77748 0.2 -0.4 0.8 0.1125
H -2.32050 1.03901 4.23975 0.0 0.0 0.0 0.0887
H -1.21692 1.46823 2.89194 -0.1 0.0 0.1 0.0346
H -1.17847 -0.15649 3.56949 0.0 0.0 0.0 0.0842
H -4.33189 1.65702 2.82681 0.0 0.0 0.0 0.0827
H -4.36728 1.01757 1.16334 0.0 0.0 0.0 0.0803
H -3.11583 2.18115 1.63591 0.0 0.0 0.0 0.0699
H -4.30271 -1.14374 1.99222 0.0 0.0 0.0 0.1132
H -4.07324 -0.75361 3.71137 0.0 0.0 0.0 0.1174
H -2.85158 -2.30198 5.01306 0.0 0.1 0.0 0.1074
H -1.35262 -4.26257 5.20375 0.0 0.0 0.0 0.0948
H -0.34960 -5.25393 3.16801 0.0 0.0 0.0 0.1023
H -0.85792 -4.28136 0.94798 0.0 0.1 0.0 0.1050
C -1.83959 0.45706 -5.77826 0.0 0.0 0.1 -0.1649
C -1.78874 0.02041 -4.31542 0.0 0.0 0.1 -0.4177
P -0.37280 0.60319 -3.25538 0.0 0.4 -0.6 0.9611
C 0.97982 -0.29526 -4.14196 0.1 0.1 0.2 -0.4207
C 2.38556 0.03157 -3.63393 -0.1 -0.1 -0.1 -0.1467
C -0.18037 2.31672 -3.97713 0.2 0.0 0.4 -0.4261
C 0.72904 3.22001 -3.13524 0.0 -0.1 -0.1 -0.1567
H -2.66802 -0.04904 -6.28147 0.0 0.0 0.0 0.0619
H -0.92381 0.18930 -6.30847 0.0 0.0 0.0 0.0547
H -1.99336 1.53248 -5.88225 0.0 0.0 0.0 0.0522
H -1.74180 -1.06707 -4.26106 -0.1 0.0 0.0 0.0363
H -2.70871 0.32137 -3.80485 0.0 -0.1 0.0 0.0690
H 0.91453 -0.10894 -5.21738 0.0 0.0 0.0 0.0646
H 0.77566 -1.34936 -3.94714 0.0 -0.1 -0.1 0.0386
H 2.68694 1.04548 -3.90159 0.0 0.0 0.0 0.0506
H 3.11493 -0.65879 -4.06365 0.0 0.0 0.0 0.0679
H 2.44119 -0.06292 -2.54701 0.1 0.0 0.0 0.0530
H -1.18378 2.75396 -4.00379 0.0 0.0 0.0 0.0644
H 0.19117 2.25703 -5.00485 -0.1 0.0 0.0 0.0681
H 0.40576 3.23495 -2.09424 0.0 0.0 0.0 0.0412
H 0.71759 4.24654 -3.51076 0.0 0.0 0.0 0.0634
H 1.76101 2.86633 -3.14813 0.0 0.0 0.0 0.0501
O 1.21220 1.56580 0.26115 -0.5 0.5 0.5 -0.1026
C 0.29648 1.47791 0.95436 0.8 -0.1 -0.4 -0.1446
F 3.94504 -4.29233 0.59148 0.0 0.1 0.0 0.1468
C 3.06705 -3.82040 1.46248 0.0 -0.1 0.3 -0.6604
F 1.84244 -4.20478 1.08402 0.0 0.1 -0.1 0.1165
F 3.31751 -4.37004 2.65879 -0.1 0.0 -0.1 0.1251
S 3.11547 -1.96560 1.60856 1.1 -0.1 0.6 0.5053
O 3.35982 -1.48678 0.27128 0.0 -0.2 -0.1 -0.4012
O 1.84523 -1.65958 2.20818 0.3 -0.2 0.5 -0.4155
N 4.28797 -1.66980 2.62102 -0.2 0.0 -0.3 -0.2915
S 5.77478 -1.47614 2.07745 0.2 -0.1 0.0 0.5933
O 6.18503 -2.44053 1.09707 -0.1 0.1 -0.1 -0.2924
O 6.64550 -1.24302 3.19121 -0.2 0.0 0.1 -0.2984
C 5.76072 0.18278 1.17971 0.1 0.2 0.2 -0.6582
F 5.96023 0.04637 -0.12650 -0.1 -0.1 0.0 0.1369
F 6.76349 0.93578 1.66162 0.0 -0.1 -0.1 0.1098
F 4.62883 0.84861 1.38899 0.0 0.0 -0.1 0.1310
```
Positions in Å, forces in eV/Å.

---

# 2
Molecular formula: CH8AlN2OTl
Method: DFT, ωB97M-V/def2-TZVPD

Computed properties:
**M**: 295.45 Da
**DFT total energy**: -641.86449 Eh
**LUMO**: -13.408 eV
**Energy relative to the best compared isomer or geometry (same formula, charge and spin)**: 0.000 eV
**Charge**: +2
**HOMO-LUMO gap**: 4.79 eV
**Strongest force on any atom**: 1.57 eV Å⁻¹

The geometry in XYZ format:
```
14
Properties=species:S:1:pos:R:3:forces:R:3:nbo_charge:R:1
C 2.05896 -0.26070 -0.02158 0.8 0.0 -0.3 -0.3703
Al -0.13456 0.22340 0.30341 -1.5 0.5 0.3 1.8577
N -0.10662 2.01995 -0.33936 0.4 -0.1 -0.2 -0.9346
N -1.21692 -0.84684 -0.73046 0.1 1.0 0.2 -1.3634
O -0.31930 0.10079 1.95896 0.3 0.0 -0.2 -1.1221
H 2.17949 0.31662 -0.93924 -0.1 -0.1 0.0 0.2539
H 2.08945 -1.34476 -0.07444 0.0 0.0 0.0 0.2352
H 2.29315 0.22283 0.93217 -0.3 0.0 0.0 0.2733
H -0.96468 2.47501 -0.00108 -0.1 -0.2 0.0 0.4111
H -0.10015 2.18345 -1.35018 0.1 0.1 0.1 0.4026
H -2.12892 -1.05579 -0.32365 0.0 0.2 0.0 0.4009
H -1.41137 -0.43182 -1.64399 0.1 -0.5 -0.2 0.4269
H -1.09022 -0.12297 2.47884 0.0 -0.2 0.4 0.5311
Tl -1.14831 -3.47917 -0.24940 0.0 -0.8 -0.1 0.9978
```
Positions in Å, forces in eV/Å.

---

# 3
Molecular formula: C8H8N2O
Method: DFT, ωB97M-V/def2-TZVPD

Computed properties:
**M**: 148.17 Da
**DFT total energy**: -494.16989 Eh
**LUMO**: 0.141 eV
**Energy relative to the best compared isomer or geometry (same formula, charge and spin)**: 7.181 eV
**HOMO-LUMO gap**: 9.14 eV
**Strongest force on any atom**: 5.39 eV Å⁻¹

The geometry in XYZ format:
```
19
Properties=species:S:1:pos:R:3:forces:R:3:nbo_charge:R:1
C -2.58591 -0.45726 -0.98823 1.4 -0.1 0.4 -0.2333
C -1.79220 0.26109 -1.83752 -0.5 1.1 -1.6 -0.1949
C -2.18463 -0.71904 0.28954 0.9 0.5 1.4 -0.1850
C -0.57502 0.81038 -1.44587 0.4 1.0 -1.9 -0.2817
C -1.02676 -0.06214 0.75905 0.6 -1.7 -0.1 -0.2989
C -0.24154 0.54162 -0.16906 3.3 4.1 1.2 0.0065
C 1.41796 1.93397 0.38862 -3.2 -3.8 -1.8 0.4651
C 2.77664 0.35287 1.57273 0.7 -2.5 -0.6 -0.2801
N 1.26424 3.25215 -0.09978 0.4 -0.3 0.3 -0.0671
N 2.03652 2.52315 -0.76082 -0.1 0.1 0.5 -0.0964
O 1.96023 1.52403 1.52921 0.7 0.3 1.1 -0.5274
H -3.40351 -0.86534 -1.46662 -2.0 -1.0 -0.2 0.2105
H -2.34338 0.41250 -2.77495 1.2 0.3 -0.2 0.2125
H -2.70357 -1.40656 0.92803 -0.4 -0.1 0.3 0.2154
H 0.11567 1.49929 -2.05213 -1.4 -1.3 0.5 0.2298
H -0.47258 -0.25423 1.66914 -0.9 -0.1 0.7 0.2250
H 3.87685 0.60524 1.50023 -1.3 -0.2 -0.2 0.1962
H 2.49675 -0.49175 0.81121 0.4 2.1 0.7 0.2006
H 2.64750 -0.26185 2.51578 -0.2 1.5 -0.6 0.2031
```
Positions in Å, forces in eV/Å.

---

# 4
Molecular formula: C6H17NO3
Method: DFT, ωB97M-V/def2-TZVPD

Computed properties:
**M**: 151.21 Da
**DFT total energy**: -519.31331 Eh
**SMILES**: CC(C)CCNC=O.O.O
**LUMO**: 0.925 eV
**Energy relative to the best compared isomer or geometry (same formula, charge and spin)**: 0.365 eV
**HOMO-LUMO gap**: 10.81 eV
**Strongest force on any atom**: 1.25 eV Å⁻¹

The geometry in XYZ format:
```
27
Properties=species:S:1:pos:R:3:forces:R:3:nbo_charge:R:1
C 0.01153 3.24300 0.50194 -0.3 0.4 0.1 -0.6015
C 0.12919 1.73277 0.32593 0.2 0.2 -0.5 -0.2223
C -0.59839 1.31892 -0.95552 -0.1 -0.2 0.3 -0.6034
C 1.61411 1.32624 0.30627 -0.1 0.4 0.3 -0.4079
C 1.89129 -0.10766 0.73574 0.1 -0.2 0.0 -0.2149
N 1.61048 -1.07891 -0.31457 -0.5 0.0 1.1 -0.5943
C 0.69760 -2.06365 -0.20442 0.7 0.2 -1.0 0.5365
O 0.39846 -2.76806 -1.16470 -0.3 -0.1 0.4 -0.6708
H 0.46745 3.78580 -0.32953 0.1 -0.1 -0.1 0.2008
H -1.03724 3.55992 0.53564 0.1 -0.1 0.0 0.2109
H 0.48129 3.61105 1.41773 0.0 -0.2 0.0 0.2050
H -0.37647 1.24193 1.16406 0.1 0.0 0.1 0.2025
H -0.14853 1.77438 -1.84114 0.0 0.0 0.1 0.1965
H -1.64167 1.62849 -0.88761 0.0 0.0 -0.1 0.2120
H -0.59063 0.23558 -1.07750 0.0 0.0 -0.1 0.2146
H 2.04752 1.53346 -0.67637 -0.1 -0.2 -0.2 0.1991
H 2.16120 2.02011 0.95259 0.0 -0.3 0.3 0.2129
H 2.92966 -0.23355 1.05378 0.0 0.1 0.0 0.1952
H 1.25861 -0.35830 1.59204 0.1 0.0 0.0 0.2069
H 1.99717 -0.89670 -1.21241 0.2 -0.1 -0.7 0.3987
H 0.28604 -2.18219 0.79716 -0.3 0.0 0.2 0.1509
O -2.26801 -1.84450 1.05955 0.4 -0.1 -0.4 -0.9974
H -2.31487 -2.53465 0.35332 -0.2 0.3 0.4 0.5020
H -3.01968 -1.97860 1.63687 -0.1 -0.1 0.0 0.4670
O -2.17370 -3.77534 -0.91060 1.0 0.1 -0.2 -0.9815
H -2.59308 -3.63926 -1.76104 -0.3 0.0 -0.1 0.4731
H -1.21934 -3.55029 -1.09721 -0.5 -0.2 0.3 0.5092
```
Positions in Å, forces in eV/Å.

---

Please write out number 2 again, unchanged.
Molecular formula: CH8AlN2OTl
Method: DFT, ωB97M-V/def2-TZVPD

Computed properties:
**M**: 295.45 Da
**DFT total energy**: -641.86449 Eh
**LUMO**: -13.408 eV
**Energy relative to the best compared isomer or geometry (same formula, charge and spin)**: 0.000 eV
**Charge**: +2
**HOMO-LUMO gap**: 4.79 eV
**Strongest force on any atom**: 1.57 eV Å⁻¹

The geometry in XYZ format:
```
14
Properties=species:S:1:pos:R:3:forces:R:3:nbo_charge:R:1
C 2.05896 -0.26070 -0.02158 0.8 0.0 -0.3 -0.3703
Al -0.13456 0.22340 0.30341 -1.5 0.5 0.3 1.8577
N -0.10662 2.01995 -0.33936 0.4 -0.1 -0.2 -0.9346
N -1.21692 -0.84684 -0.73046 0.1 1.0 0.2 -1.3634
O -0.31930 0.10079 1.95896 0.3 0.0 -0.2 -1.1221
H 2.17949 0.31662 -0.93924 -0.1 -0.1 0.0 0.2539
H 2.08945 -1.34476 -0.07444 0.0 0.0 0.0 0.2352
H 2.29315 0.22283 0.93217 -0.3 0.0 0.0 0.2733
H -0.96468 2.47501 -0.00108 -0.1 -0.2 0.0 0.4111
H -0.10015 2.18345 -1.35018 0.1 0.1 0.1 0.4026
H -2.12892 -1.05579 -0.32365 0.0 0.2 0.0 0.4009
H -1.41137 -0.43182 -1.64399 0.1 -0.5 -0.2 0.4269
H -1.09022 -0.12297 2.47884 0.0 -0.2 0.4 0.5311
Tl -1.14831 -3.47917 -0.24940 0.0 -0.8 -0.1 0.9978
```
Positions in Å, forces in eV/Å.

---

Question: Among the records above, which one has the lowest DFT total energy?
Answer: C32H43BF6N12O5PRbS2